1.
A structure of composition C36H40BMnN8O2S2. Source: OMol25; level of theory: the ωB97M-V functional and the def2-TZVPD basis.

## Properties
Kohn-Sham gap (spin up / spin down) = 6.67 / 7.30 eV
Molar mass = 746.7 g mol⁻¹
ΔE to the lowest compared entry with this formula, charge and spin = 2.4 kcal per mole
Strongest force on any atom = 0.87 eV/Å
Total energy = -107665.850 eV
HOMO energy (spin up / spin down) = -0.29235 / -0.29199 hartree

Structure (ORCA input):
```
! RIJCOSX wB97M-V def2-TZVPD def2/J DEFGRID3
* xyz 0 5
Mn 0.061 -0.722 0.707
S -0.433 2.345 -1.088
S -0.056 2.320 -5.184
O -1.092 2.918 -5.977
O 0.700 1.230 -5.745
N -1.519 -0.701 -2.057
N 0.901 0.222 2.419
N 1.062 -2.996 2.237
N 1.727 -0.664 3.057
N 2.816 -1.675 1.056
N 2.144 -1.060 0.021
N -0.645 1.893 -3.708
N 0.211 -2.865 1.184
C 0.078 2.581 2.938
C -4.007 -1.340 3.222
C 0.780 1.282 3.236
C -2.780 -3.484 0.094
C 3.150 1.077 -2.267
C -4.612 0.999 -0.226
C 4.209 -1.682 -0.637
C 1.004 3.476 2.099
C 1.531 1.067 4.395
C 4.038 -2.045 0.672
C 1.932 4.342 -5.287
C -5.515 -0.222 1.630
C -0.515 -3.989 1.134
C -0.835 -4.242 -1.336
C 2.610 5.265 -3.153
C -5.722 0.549 0.529
C 1.716 4.443 -2.474
C -0.140 -4.837 2.183
C -0.945 -0.604 -1.063
C -3.345 0.631 0.115
C 3.010 -1.073 -1.016
C -4.203 -0.601 2.027
C -2.755 -1.665 3.634
C 2.101 -0.174 4.239
C 2.855 -0.428 -2.364
C -1.298 2.443 2.315
C -1.499 -4.316 0.042
C 1.543 -0.693 -3.077
C 2.718 5.213 -4.543
C 1.047 3.546 -4.588
C -3.089 -0.207 1.236
C -0.073 2.569 -2.736
C -1.638 -1.321 2.834
C 0.867 -4.169 2.847
C -1.798 -0.657 1.656
C 0.935 3.579 -3.217
B 2.209 -1.979 2.428
H -0.048 3.050 3.916
H 2.451 1.554 -1.576
H 1.475 -4.454 3.691
H -1.968 1.856 2.944
H 3.231 5.956 -2.596
H 4.693 -2.543 1.369
H 0.038 -4.894 -1.395
H -4.874 -1.621 3.809
H -6.350 -0.553 2.237
H -1.908 -0.435 -2.944
H -2.593 -2.203 4.561
H 5.078 -1.821 -1.259
H 1.182 3.033 1.114
H -2.586 -2.434 -0.109
H 2.768 -0.739 4.870
H -3.264 -3.539 1.072
H -3.486 -3.839 -0.660
H -1.736 3.432 2.163
H 3.038 1.547 -3.248
H -0.533 -5.818 2.396
H -1.542 -4.540 -2.113
H 1.195 -1.717 -2.915
H 4.165 1.262 -1.908
H -2.529 1.042 -0.457
H 2.005 4.295 -6.366
H -0.663 -1.626 3.184
H 0.787 0.008 -2.749
H -4.762 1.660 -1.070
H 1.661 -0.529 -4.147
H -0.496 -3.232 -1.564
H 1.636 1.748 5.224
H 3.045 -2.460 3.148
H -1.249 1.973 1.339
H -1.772 -5.357 0.222
H -6.726 0.833 0.241
H 1.615 4.468 -1.395
H 3.650 -0.881 -2.960
H 3.423 5.861 -5.050
H 1.964 3.623 2.597
H 0.541 4.453 1.941
*
```

Results of the Löwdin charge analysis, in e, for atoms 1 through 8: Mn 0.8552; S 0.6970; S 0.6177; O -0.2927; O -0.3071; N 0.2355; N 0.0570; N -0.0332



2.
A structure of composition C36H40IrN5O2P2 at a distorted geometry. Source: OMol25; level of theory: the ωB97M-V functional and the def2-TZVPD basis.

## Properties
Kohn-Sham gap (spin up / spin down) = 7.26 / 5.41 eV
Molar mass = 828.9 g mol⁻¹
Strongest force on any atom = 1.08 eV/Å
Total energy = -70928.642 eV
HOMO energy (spin up / spin down) = -0.42307 / -0.47221 hartree

Structure (ORCA input):
```
! RIJCOSX wB97M-V def2-TZVPD def2/J DEFGRID3
* xyz 2 5
Ir 0.550 -0.494 0.757
P -0.605 0.340 2.556
P 0.437 -0.771 -3.370
O -0.519 0.501 -0.875
O -2.411 0.818 -2.013
N -4.749 1.021 -3.506
N -6.788 1.912 -2.914
N -1.599 -1.665 0.273
N -6.225 -0.208 -2.213
N 2.256 -0.747 -0.432
C -1.849 -0.602 3.429
C 0.007 2.488 -5.722
C -4.125 -1.574 -1.687
C 1.204 -4.268 -5.289
C 2.862 -2.949 -0.189
C -0.075 0.339 -4.645
C 0.137 -5.073 -4.900
C -1.428 4.798 1.912
C -1.631 -1.988 3.440
C -1.439 0.751 -6.588
C -5.915 0.901 -2.876
C 0.324 -2.466 -3.964
C 0.045 2.919 2.172
C -0.142 4.276 1.971
C 2.502 -1.734 0.505
C 1.307 -2.967 -4.822
C 2.142 -0.455 -2.845
C -0.839 -4.575 -4.049
C 2.466 -1.288 -1.652
C -2.945 -0.087 4.131
C 2.884 -2.638 -1.530
C -2.523 3.953 2.031
C -2.520 -2.840 4.076
C -1.794 0.344 -1.061
C -0.744 -3.272 -3.580
C -5.533 -1.513 -2.283
C -0.919 2.043 -6.660
C 2.234 -1.293 1.840
C 0.420 1.647 -4.704
C -1.052 2.061 2.324
C -3.942 -0.841 -0.368
C -2.492 -0.529 -0.016
C -1.027 -0.100 -5.580
C -2.341 2.592 2.236
C -3.839 -0.946 4.757
C -3.638 -2.320 4.719
H -1.463 -2.261 -0.537
H 0.407 3.491 -5.786
H -1.400 -1.118 -5.543
H -3.419 -1.151 -2.401
H -4.523 1.905 -3.932
H -1.508 -2.883 -2.919
H -4.414 -1.391 0.452
H -2.146 0.406 -7.332
H -6.203 -2.198 -1.769
H -3.950 0.536 -3.124
H -1.668 -5.202 -3.748
H 1.127 2.009 -3.968
H -1.965 -2.237 1.027
H -3.212 1.952 2.291
H -1.576 5.862 1.778
H -0.752 -2.389 2.947
H -7.049 -0.166 -1.636
H -5.497 -1.829 -3.326
H -6.575 2.764 -3.402
H 1.960 -4.655 -5.961
H 0.715 4.927 1.863
H -4.335 -2.984 5.216
H -2.513 0.071 0.893
H 2.203 -2.032 2.631
H -3.878 -2.634 -1.589
H -3.077 0.980 4.238
H 2.778 -0.657 -3.709
H 2.209 0.599 -2.574
H 0.071 -6.091 -5.264
H -4.683 -0.536 5.298
H 3.173 -3.291 -2.341
H -1.231 2.704 -7.459
H -3.527 4.354 1.966
H 3.154 -3.880 0.274
H 1.051 2.518 2.221
H 2.139 -2.352 -5.147
H -2.330 -3.907 4.089
H -7.731 1.800 -2.581
H 2.731 -0.371 2.129
H -4.435 0.132 -0.427
*
```

Results of the Löwdin charge analysis, in e, for atoms 1 through 8: Ir 1.0549; P 0.9806; P 1.2438; O -0.2120; O 0.0053; N 0.2348; N 0.2109; N 0.0252



3.
A structure of composition C36H40N6O2RbS2Sb at a distorted geometry. Source: OMol25; level of theory: the ωB97M-V functional and the def2-TZVPD basis.

## Properties
Kohn-Sham gap = 5.22 eV
Molar mass = 860.1 g mol⁻¹
Strongest force on any atom = 2.15 eV/Å
Total energy = -79881.574 eV
HOMO energy = -0.05099 hartree

Structure (ORCA input):
```
! RIJCOSX wB97M-V def2-TZVPD def2/J DEFGRID3
* xyz -2 1
Sb 1.343 4.475 0.713
Rb 0.886 0.041 0.099
S -0.698 -0.729 3.515
S -0.240 1.158 -3.698
O 4.209 -1.498 -0.614
O 2.169 -2.315 -1.196
N -0.844 -2.603 1.160
N 2.655 2.282 -0.955
N 3.171 -4.966 -0.904
N -1.344 -1.362 -2.073
N -0.969 2.609 0.356
N 2.494 2.515 2.538
C -3.276 -1.654 3.774
C -4.213 1.321 -3.745
C 4.869 2.558 -1.980
C -4.654 0.137 -3.140
C 5.087 3.683 -1.215
C 3.641 1.888 -1.806
C -3.698 -0.719 -2.568
C 2.898 3.384 -0.299
C -0.494 -2.030 -3.027
C 4.000 -3.802 -0.616
C -2.267 4.080 -1.610
C -1.938 -2.338 -1.141
C 3.414 0.634 -2.569
C 0.661 2.792 4.630
C -3.143 -3.389 1.653
C -2.305 -0.488 -2.657
C -1.052 4.489 -1.111
C -2.615 0.906 0.465
C -4.346 -3.270 2.326
C 1.467 3.317 2.441
C -2.057 -2.583 1.948
C -2.070 -1.713 3.085
C -2.854 1.528 -3.914
C -2.826 2.919 -1.068
C 3.731 0.754 3.652
C -4.403 -2.395 3.410
C -2.154 2.191 -0.126
C 3.389 -2.408 -0.832
C 4.115 4.101 -0.340
C 0.459 3.390 3.395
C -0.912 -3.064 -0.215
C 2.633 1.773 3.643
C 1.819 1.990 4.718
C -1.903 0.641 -3.408
C -0.431 3.702 -0.150
C 0.163 -3.374 1.882
H 4.267 4.994 0.186
H -3.836 2.573 -1.395
H -4.030 -1.597 -2.060
H -4.934 1.993 -4.174
H 4.058 0.569 2.603
H -2.081 0.181 -0.128
H -0.203 -4.363 2.136
H -2.699 -1.832 -0.571
H -1.099 -2.862 -3.554
H -2.479 2.396 -4.470
H -5.364 -2.164 3.868
H 4.562 1.036 4.255
H -3.025 -4.040 0.772
H -0.057 2.786 5.420
H 2.393 -4.907 -0.258
H -3.662 0.810 0.339
H 3.648 -0.212 -1.922
H 6.013 4.244 -1.346
H 3.910 0.583 -3.542
H 0.418 -2.500 -2.560
H 0.439 -2.892 2.808
H -2.857 4.722 -2.210
H 1.079 -3.481 1.272
H -2.227 0.707 1.492
H -3.364 -1.065 4.669
H -0.578 5.482 -1.354
H -5.714 -0.061 -3.040
H -0.117 -1.227 -3.709
H 2.354 0.542 -2.766
H 4.324 -3.838 0.436
H -0.434 3.886 3.038
H 4.921 -3.789 -1.263
H 0.134 -2.936 -0.560
H 5.541 2.234 -2.778
H 2.066 1.437 5.595
H -1.123 -4.150 -0.190
H 3.301 -0.171 4.047
H -5.239 -3.811 1.975
H -2.459 -3.080 -1.712
H 2.585 -4.760 -1.775
*
```

Results of the Löwdin charge analysis, in e, for atoms 1 through 8: Sb 1.4831; Rb 0.5576; S 0.4447; S 0.4619; O -0.0667; O -0.1549; N -0.1927; N 0.0580